31
Properties=species:S:1:pos:R:3:forces:R:3 method="wB97M-V/def2-TZVPD" homo_lumo_gap_ev=9.29 fmax_ev_per_a=3.8 relative_energy_ev=1.798 e_tot_ev=-30508.5420 total_charge=0
C 2.163 0.794 1.248 -2.0 2.4 -1.3
C 1.957 2.069 -0.934 1.1 0.2 -0.9
C 0.958 -2.138 -0.208 0.9 1.2 1.1
C -1.079 -1.757 1.191 -0.1 -1.4 1.0
C -1.379 -1.999 -1.157 2.8 1.4 -2.2
C -2.114 2.429 0.194 -0.3 -3.0 1.7
C 1.725 0.748 -0.230 1.5 1.2 0.6
C -0.397 -1.474 -0.130 -0.8 0.9 0.7
N -1.596 1.095 -0.072 1.9 0.2 -0.2
Si -0.126 0.424 -0.199 -1.6 -2.3 -0.5
Cl -5.001 0.294 0.012 -1.7 0.2 0.2
H 3.046 1.411 1.345 0.2 -0.1 0.3
H 1.276 1.288 1.651 0.5 0.4 1.4
H 2.220 -0.162 1.633 0.5 -1.8 1.1
H 1.830 1.819 -1.985 0.2 0.4 -0.4
H 2.960 2.590 -0.825 -1.0 -0.9 0.2
H 1.183 2.755 -0.718 -0.7 1.2 0.4
H 0.906 -3.196 -0.270 -0.2 -1.2 0.1
H 1.442 -1.770 -1.099 0.5 -0.1 -0.3
H 1.627 -1.859 0.687 -1.0 -0.5 -1.3
H -2.164 -1.597 1.222 0.3 0.1 -0.3
H -0.678 -1.183 1.987 0.5 0.7 1.0
H -0.896 -2.814 1.507 -0.2 0.4 -0.4
H -1.366 -3.037 -1.108 -0.5 -2.1 0.3
H -2.347 -1.585 -1.115 -1.0 0.5 0.1
H -0.911 -1.784 -2.151 -0.8 -0.1 0.3
H -1.374 3.046 0.633 0.3 1.0 0.5
H -2.519 2.787 -0.673 -0.9 1.5 -2.2
H -2.969 2.194 0.851 0.3 0.9 0.2
H 2.482 0.111 -0.641 -0.5 -1.1 -0.9
H -3.796 0.061 -0.148 1.9 -0.2 -0.2

***

82
Properties=species:S:1:pos:R:3:forces:R:3 method="wB97M-V/def2-TZVPD" homo_lumo_gap_ev="4.56 / 5.83" fmax_ev_per_a=2.3 s_squared=3.768 relative_energy_ev=0.000 spin_multiplicity=4 e_tot_ev=-56647.3445 total_charge=+1
Au 2.040 -1.091 -0.969 -0.7 0.1 0.6
C -1.727 -1.805 0.034 -0.6 -0.9 -2.0
C -1.618 -2.256 -1.329 -1.2 0.6 1.8
C 0.467 -2.556 -0.296 -0.1 0.7 -0.8
C -0.484 -1.920 0.648 1.0 -0.6 -0.2
C -0.348 -2.788 -1.518 1.4 0.3 1.0
C -3.004 -1.488 0.702 -0.4 0.6 0.3
H -3.765 -1.166 -0.015 0.1 0.1 0.1
H -2.885 -0.720 1.474 -0.1 -0.1 -0.1
H -3.407 -2.379 1.208 0.2 0.1 -0.1
C -0.172 -1.533 2.039 0.3 0.2 0.5
H -0.657 -0.582 2.319 0.0 -0.3 -0.1
H 0.912 -1.428 2.183 -0.2 0.0 -0.1
H -0.522 -2.282 2.774 0.0 0.1 -0.3
C 1.348 -3.671 0.206 0.2 -0.7 0.2
H 0.761 -4.573 0.438 0.1 0.1 0.0
H 1.897 -3.372 1.107 -0.1 -0.1 -0.2
H 2.085 -3.948 -0.558 -0.1 -0.1 0.3
C 0.134 -3.488 -2.724 0.3 -0.3 -0.5
H -0.365 -4.461 -2.891 0.0 0.4 0.1
H 1.208 -3.684 -2.667 -0.1 0.0 0.1
H -0.033 -2.871 -3.618 -0.1 -0.2 0.2
C -2.735 -2.237 -2.313 -0.1 0.0 -0.3
H -3.581 -2.848 -1.964 0.2 0.1 -0.1
H -2.405 -2.621 -3.287 -0.2 0.1 0.2
H -3.118 -1.216 -2.456 0.1 -0.2 0.0
C -2.262 2.414 0.864 -0.6 0.0 0.2
C -3.512 2.107 0.486 0.5 0.0 0.6
C -4.027 2.113 -0.921 -0.2 0.0 -0.6
C -3.557 3.321 -1.790 -0.6 0.1 0.2
C -2.436 3.080 -2.749 0.7 -0.4 -0.4
C -1.451 2.184 -2.579 -0.2 0.3 -0.4
C -1.171 1.484 -1.274 0.3 -0.4 0.2
C -1.061 2.419 -0.041 0.2 0.3 -0.1
H -5.127 2.162 -0.884 0.4 -0.1 0.1
H -3.328 4.166 -1.124 -0.1 -0.1 -0.1
H -3.792 1.173 -1.438 -0.2 0.2 -0.1
H -0.822 3.449 -0.364 0.0 -0.3 0.0
H -2.055 2.683 1.909 -0.2 -0.7 -0.3
H -4.245 1.825 1.248 0.2 0.6 0.0
H -0.208 2.094 0.588 -0.3 0.1 -0.3
H -1.898 0.691 -1.072 0.0 0.2 0.1
H -0.768 1.936 -3.409 -0.3 0.4 0.4
H -0.223 0.931 -1.363 -0.2 0.1 -0.1
H -4.422 3.642 -2.400 0.4 -0.1 0.3
H -2.478 3.692 -3.661 0.1 -0.5 0.2
P 2.943 1.022 -1.061 0.5 -0.3 0.0
P 4.083 -1.687 -1.876 -0.2 0.6 -0.2
C 4.636 1.013 -1.807 -0.4 0.1 0.0
C 5.305 -0.346 -1.598 0.0 0.0 0.3
H 5.206 1.834 -1.350 0.0 -0.2 -0.2
H 4.504 1.247 -2.880 0.1 -0.2 0.4
H 6.135 -0.490 -2.297 0.0 0.0 0.1
H 5.695 -0.446 -0.573 -0.1 0.0 -0.3
C 5.000 -3.209 -1.528 0.2 -0.4 0.1
H 4.413 -4.085 -1.836 0.2 0.2 0.1
H 5.229 -3.279 -0.454 -0.2 0.0 -0.4
H 5.951 -3.213 -2.086 -0.3 0.1 0.1
C 3.843 -1.617 -3.675 0.4 -0.3 -0.6
H 4.775 -1.328 -4.179 -0.1 -0.2 -0.1
H 3.056 -0.892 -3.917 0.2 -0.3 0.2
H 3.530 -2.613 -4.019 0.0 0.3 -0.1
C 3.204 1.533 0.670 0.1 0.5 0.3
H 2.222 1.745 1.121 0.3 -0.1 -0.1
H 3.833 2.435 0.726 -0.2 -0.1 0.0
H 3.688 0.720 1.234 -0.3 0.3 -0.4
C 2.152 2.406 -1.929 -0.3 0.2 -0.1
H 2.368 2.297 -3.006 -0.2 0.0 0.5
H 2.570 3.357 -1.575 -0.1 -0.1 -0.1
H 1.060 2.412 -1.781 0.6 0.1 -0.1
O -2.577 0.563 3.442 0.1 0.1 0.8
N -2.418 0.933 4.682 -0.1 -0.2 -0.5
C -1.292 0.556 5.363 -0.3 0.4 0.1
C -1.055 1.041 6.639 -0.4 0.1 -0.1
C -1.983 1.891 7.248 0.0 0.0 0.0
C -3.158 2.207 6.561 0.3 -0.3 -0.1
C -3.372 1.710 5.286 0.5 -0.1 0.1
H -0.603 -0.104 4.831 -0.4 0.3 0.1
H -0.136 0.745 7.135 -0.2 0.1 0.0
H -1.797 2.298 8.244 -0.1 -0.2 -0.4
H -3.929 2.835 6.994 0.2 -0.1 0.0
H -4.265 1.928 4.700 0.5 -0.2 0.0

***

20
Properties=species:S:1:pos:R:3:forces:R:3 method="wB97M-V/def2-TZVPD" homo_lumo_gap_ev=9.23 fmax_ev_per_a=4.1 relative_energy_ev=1.638 e_tot_ev=-17678.7770 total_charge=+1
C 1.199 0.459 -0.073 -0.5 0.1 -0.8
C -0.207 -1.785 -0.108 -0.7 2.8 -2.8
C -1.025 0.945 1.751 -2.8 2.6 1.0
C -0.157 -0.157 -0.393 1.0 -2.0 0.7
C -1.248 0.545 0.383 -0.2 0.8 -2.4
N -0.367 0.146 -1.860 -0.8 -1.8 1.1
F -0.860 2.295 -0.664 -0.7 -2.2 1.2
I -3.214 -0.008 -0.105 0.6 0.4 0.0
H 1.144 1.274 -0.776 1.1 1.0 0.6
H 1.387 0.767 0.938 -0.3 0.3 0.3
H 2.014 -0.178 -0.328 0.5 -0.7 -0.4
H -0.509 -1.799 0.884 -0.7 -0.9 1.8
H 0.714 -2.313 -0.284 0.5 0.3 0.0
H -0.955 -2.149 -0.837 0.1 -0.3 0.9
H -0.295 1.744 1.820 0.2 0.0 0.0
H -2.028 1.346 2.190 1.9 -0.5 -0.7
H -0.781 0.137 2.380 0.7 -1.3 0.7
H -0.344 1.164 -1.891 -1.9 1.2 0.0
H -1.110 -0.478 -2.232 -0.1 1.4 0.0
H 0.437 -0.065 -2.370 2.0 -1.1 -1.0